(1)
Density functional theory data (the ωB97M-V functional and the def2-TZVPD basis) for a structure of composition C23H26LiN3.

```
! wB97M-V def2-TZVPD RIJCOSX def2/J DEFGRID3
* xyz -2 1
Li -0.452 -0.340 0.196
C 2.700 1.291 1.098
C 2.038 1.792 -0.186
C 2.618 1.163 -1.427
C 3.521 1.867 -2.212
C 4.085 1.308 -3.353
C 3.723 0.029 -3.723
C 2.818 -0.722 -2.963
C 2.372 -2.058 -3.520
C 3.459 -3.134 -3.505
C 2.294 -0.161 -1.793
N 1.377 -0.840 -0.969
C 1.674 -2.005 -0.517
C 0.791 -2.801 0.268
C 1.057 -4.062 0.835
C -0.117 -4.433 1.488
C -1.022 -3.363 1.279
N -0.491 -2.389 0.544
H 2.194 1.726 1.960
H 3.765 1.551 1.128
H 2.614 0.205 1.189
H 2.173 2.875 -0.259
H 0.953 1.621 -0.093
H 3.776 2.880 -1.918
H 4.784 1.876 -3.956
H 4.120 -0.404 -4.637
H 2.048 -1.896 -4.553
H 1.497 -2.419 -2.982
H 4.383 -2.768 -3.959
H 3.142 -4.025 -4.053
H 3.694 -3.437 -2.483
H 2.673 -2.426 -0.698
H 1.989 -4.608 0.775
H -0.304 -5.337 2.049
H -2.038 -3.278 1.643
C -0.592 4.027 0.702
C -1.747 3.483 1.483
C -2.552 4.310 2.235
C -3.651 3.841 2.979
C -3.904 2.456 2.920
C -3.136 1.580 2.186
C -3.440 0.114 2.171
C -1.959 2.016 1.395
N -1.214 1.215 0.705
H -0.558 5.123 0.758
H -0.649 3.708 -0.347
H 0.365 3.623 1.061
H -2.325 5.379 2.248
H -4.271 4.510 3.567
H -4.749 2.052 3.483
H -4.344 -0.106 2.753
H -2.601 -0.473 2.570
H -3.565 -0.253 1.144
*
```

## Properties
Energy = -1063.82074 Ha
E_HOMO = 1.5 eV



(2)
Density functional theory data (the ωB97M-V functional and the def2-TZVPD basis) for a cluster of 2 separate species, C4H4N6O2 in total at a distorted geometry.

```
! wB97M-V def2-TZVPD RIJCOSX def2/J DEFGRID3
* xyz 0 1
C 1.543 -0.384 -1.736
C 0.211 1.080 -2.395
C -0.743 0.709 2.170
C -1.039 1.416 -0.332
N 1.271 0.453 -2.776
N 0.747 -0.197 -0.693
N -1.174 1.616 2.763
N -0.089 0.781 -1.133
N -2.073 1.928 -0.139
N -0.221 -0.533 1.983
O -3.077 2.478 0.173
O -1.448 2.737 3.076
H 2.289 -1.195 -1.718
H -0.039 1.941 -2.960
H -0.049 -0.442 0.985
H -0.898 -1.285 2.029
*
```

## Properties
Energy relative to the best compared isomer or geometry (same formula, charge and spin) = 120.1 kcal/mol
Energy = -633.57319 Ha
E_HOMO = -8.6 eV



(3)
Density functional theory data (the ωB97M-V functional and the def2-TZVPD basis) for a cluster of 11 separate species, C28H79BN2O15PS10 in total at a distorted geometry.

```
! wB97M-V def2-TZVPD RIJCOSX def2/J DEFGRID3
* xyz -1 1
C 2.735 2.962 2.361
C 2.758 4.141 1.286
C 3.489 3.716 -0.051
O 2.617 3.878 -1.170
C 2.848 2.919 -2.199
C 1.591 1.980 -2.488
N 2.124 0.832 -3.231
B 1.106 -0.081 -3.701
O 1.534 -1.129 -4.568
O -0.251 -0.058 -3.338
C -1.135 0.330 -4.392
C -2.404 0.933 -3.692
P 0.845 1.577 -0.822
N 1.790 0.664 0.097
C 0.608 2.880 -3.342
O -0.308 3.441 -2.714
O 0.773 3.038 -4.588
H 3.454 3.232 3.167
H 1.700 2.807 2.736
H 3.046 1.988 1.919
H 1.685 4.352 1.068
H 3.276 4.988 1.787
H 4.395 4.376 -0.148
H 3.805 2.660 0.093
H 3.760 2.297 -2.010
H 3.030 3.475 -3.150
H 2.869 0.359 -2.715
H 0.833 -1.338 -5.202
H -0.708 1.065 -5.112
H -1.511 -0.536 -5.008
H -2.850 0.141 -3.013
H -2.103 1.771 -3.026
H -3.181 1.227 -4.434
H -0.404 0.929 -1.028
H 0.510 2.823 -0.219
H 1.224 -0.183 0.270
C -3.217 -0.438 1.713
S -2.775 1.127 0.938
O -1.323 1.333 1.156
C -3.650 2.172 2.120
H -2.739 -1.242 1.155
H -2.866 -0.453 2.746
H -4.300 -0.568 1.680
H -3.272 1.990 3.127
H -4.719 1.958 2.074
H -3.477 3.213 1.850
C -0.621 -3.019 3.634
S 0.931 -2.726 2.766
O 0.732 -1.548 1.883
C 0.841 -4.195 1.727
H -0.791 -2.189 4.320
H -1.441 -3.074 2.918
H -0.553 -3.949 4.198
H -0.075 -4.174 1.135
H 0.862 -5.086 2.354
H 1.705 -4.198 1.065
C 1.689 7.961 2.581
S 0.675 7.401 3.961
O 1.118 6.024 4.311
C -0.852 7.254 3.015
H 2.711 8.084 2.935
H 1.666 7.220 1.780
H 1.312 8.919 2.219
H -0.710 6.560 2.186
H -1.142 8.236 2.639
H -1.630 6.876 3.677
C 2.673 -5.079 -4.731
S 0.990 -5.191 -4.102
O 0.839 -6.529 -3.463
C 0.197 -5.275 -5.718
H 3.355 -5.054 -3.882
H 2.896 -5.949 -5.351
H 2.783 -4.162 -5.311
H 0.578 -6.132 -6.275
H 0.391 -4.352 -6.266
H -0.876 -5.388 -5.568
C 1.132 7.759 9.546
S 2.694 8.015 8.685
O 2.511 9.171 7.765
C 2.603 6.513 7.693
H 0.959 8.609 10.205
H 0.318 7.688 8.823
H 1.190 6.846 10.140
H 1.694 6.518 7.089
H 2.612 5.643 8.350
H 3.471 6.479 7.037
C -3.673 -7.172 4.163
S -2.715 -6.853 2.670
O -1.805 -5.713 2.962
C -4.090 -6.205 1.702
H -2.998 -7.550 4.929
H -4.136 -6.247 4.511
H -4.437 -7.920 3.951
H -4.526 -5.343 2.207
H -4.841 -6.985 1.571
H -3.710 -5.901 0.728
C 6.469 -3.425 -0.001
S 4.787 -3.570 0.629
O 4.655 -4.926 1.236
C 3.991 -3.622 -0.986
H 7.152 -3.413 0.847
H 6.700 -4.276 -0.643
H 6.568 -2.493 -0.559
H 4.382 -4.461 -1.565
H 4.173 -2.683 -1.511
H 2.919 -3.750 -0.838
C -2.831 -3.815 -2.488
S -4.292 -2.763 -2.418
O -4.704 -2.664 -0.986
C -5.403 -3.932 -3.216
H -2.007 -3.292 -2.002
H -3.024 -4.753 -1.966
H -2.573 -4.008 -3.529
H -5.434 -4.864 -2.648
H -5.061 -4.125 -4.233
H -6.400 -3.496 -3.248
C -10.995 -3.045 -3.155
S -9.277 -3.086 -2.610
O -8.558 -4.058 -3.482
C -9.600 -3.905 -1.040
H -11.029 -2.601 -4.148
H -11.395 -4.059 -3.195
H -11.579 -2.436 -2.465
H -10.090 -4.864 -1.215
H -10.231 -3.267 -0.420
H -8.648 -4.070 -0.537
C 9.056 3.987 -2.168
S 7.373 3.876 -1.529
O 7.230 2.543 -0.888
C 6.569 3.790 -3.139
H 9.743 4.013 -1.323
H 9.275 3.116 -2.788
H 9.164 4.902 -2.752
H 6.948 2.933 -3.696
H 6.760 4.712 -3.690
H 5.497 3.677 -2.981
*
```

## Properties
Energy = -6700.21576 Ha
E_HOMO = -4.1 eV



(4)
Density functional theory data (the ωB97M-V functional and the def2-TZVPD basis) for a cluster of 7 separate species, C29H68BFN3O11 in total at a distorted geometry.

```
! wB97M-V def2-TZVPD RIJCOSX def2/J DEFGRID3
* xyz 1 1
C -2.606 -2.515 -1.775
O -1.710 -1.679 -0.994
B -0.999 -2.362 -0.050
O -1.679 -2.821 1.073
C 0.566 -2.722 -0.151
C 1.146 -3.904 0.414
C 0.357 -4.961 1.139
C -0.320 -5.881 0.072
O -1.022 -6.933 0.690
C 0.718 -6.421 -0.964
N 0.693 -5.672 -2.238
C 2.533 -3.981 0.170
N 3.187 -3.041 -0.460
F 4.518 -3.231 -0.589
N 2.778 -1.947 -1.001
C 1.466 -1.854 -0.835
O 0.914 -0.767 -1.403
C 0.578 -1.005 -2.797
C 1.782 -0.982 -3.772
C 2.749 0.178 -3.543
O 1.256 -1.003 -5.106
H -2.671 -2.111 -2.795
H -3.595 -2.490 -1.290
H -2.230 -3.553 -1.790
H -1.542 -2.209 1.821
H 1.074 -5.607 1.683
H -0.347 -4.573 1.881
H -1.026 -5.238 -0.500
H -1.601 -7.295 0.002
H 0.539 -7.485 -1.190
H 1.753 -6.393 -0.555
H 1.617 -5.698 -2.662
H 0.454 -4.693 -2.108
H 3.076 -4.862 0.522
H -0.092 -0.181 -3.100
H -0.026 -1.932 -2.873
H 2.323 -1.948 -3.654
H 3.317 -0.018 -2.622
H 3.445 0.292 -4.387
H 2.211 1.135 -3.431
H 0.654 -1.764 -5.107
C -0.620 3.517 -2.135
C -2.110 3.218 -2.091
C -2.656 3.349 -0.678
O -2.349 1.894 -2.575
H -0.063 2.813 -1.509
H -0.239 3.408 -3.153
H -0.411 4.525 -1.789
H -2.641 3.901 -2.755
H -2.165 2.638 -0.006
H -3.724 3.123 -0.658
H -2.504 4.357 -0.289
H -1.883 1.281 -1.993
C 4.789 0.834 2.588
C 3.768 -0.077 3.249
C 4.209 -1.526 3.230
O 2.517 0.018 2.576
H 4.935 0.557 1.539
H 4.443 1.868 2.599
H 5.753 0.784 3.097
H 3.607 0.246 4.279
H 4.325 -1.887 2.201
H 3.451 -2.157 3.701
H 5.153 -1.665 3.759
H 2.657 -0.268 1.666
C -3.677 1.516 2.871
C -3.387 0.165 3.505
C -3.988 0.068 4.896
O -1.970 -0.037 3.577
H -3.240 2.323 3.466
H -3.232 1.576 1.876
H -4.751 1.688 2.785
H -3.791 -0.630 2.874
H -3.563 0.828 5.558
H -3.766 -0.903 5.344
H -5.072 0.199 4.867
H -1.599 0.660 4.131
C -7.155 -2.778 2.418
C -6.775 -2.137 3.744
C -7.196 -3.004 4.920
O -7.392 -0.855 3.851
H -8.239 -2.907 2.347
H -6.855 -2.140 1.584
H -6.680 -3.754 2.299
H -5.696 -1.974 3.777
H -8.281 -3.141 4.931
H -6.925 -2.527 5.863
H -6.722 -3.987 4.877
H -8.348 -0.981 3.824
C 6.363 4.074 -4.641
C 5.440 2.871 -4.758
C 5.151 2.536 -6.214
O 4.214 3.139 -4.076
H 5.903 4.960 -5.088
H 6.554 4.309 -3.593
H 7.317 3.890 -5.137
H 5.896 2.010 -4.266
H 4.652 3.372 -6.712
H 4.481 1.678 -6.285
H 6.070 2.307 -6.757
H 3.799 3.900 -4.500
C 2.135 6.444 0.952
C 0.721 6.503 0.393
C -0.189 7.337 1.281
O 0.196 5.179 0.276
H 2.140 5.979 1.942
H 2.775 5.836 0.310
H 2.570 7.442 1.033
H 0.742 6.927 -0.612
H -0.259 6.901 2.282
H -1.202 7.363 0.874
H 0.176 8.361 1.372
H 0.173 4.791 1.159
*
```

## Properties
Energy relative to the best compared isomer or geometry (same formula, charge and spin) = 0.0 kcal/mol
Energy = -2262.05501 Ha
E_HOMO = -11.7 eV



(5)
Density functional theory data (the ωB97M-V functional and the def2-TZVPD basis) for an isolated molecule of C23H29N3O4S.

```
! wB97M-V def2-TZVPD RIJCOSX def2/J DEFGRID3
* xyz 0 1
C 1.432 0.866 -2.530
O 1.214 1.370 -1.234
C 1.789 2.561 -0.898
C 2.352 3.457 -1.793
C 2.850 4.674 -1.351
C 2.793 5.004 -0.012
C 2.260 4.103 0.896
C 1.763 2.882 0.469
N 1.225 1.954 1.363
S 1.768 0.339 1.318
O 1.776 -0.038 2.709
O 3.009 0.266 0.606
C 0.446 -0.545 0.498
C -0.797 0.037 0.604
C -1.886 -0.465 -0.101
N -3.123 0.170 0.043
C -4.322 -0.147 -0.527
O -4.505 -1.073 -1.284
C -5.422 0.800 -0.079
C -6.848 0.367 -0.449
C -7.256 0.449 1.030
C -5.792 0.712 1.418
C -1.681 -1.561 -0.937
C -0.443 -2.160 -1.009
C 0.662 -1.699 -0.270
N 1.888 -2.306 -0.327
C 2.644 -2.600 0.872
C 2.455 -4.068 1.275
C 2.863 -4.996 0.135
C 2.064 -4.645 -1.116
C 2.260 -3.159 -1.432
H 0.958 1.496 -3.290
H 2.500 0.768 -2.741
H 0.966 -0.118 -2.539
H 2.402 3.218 -2.844
H 3.281 5.360 -2.064
H 3.175 5.952 0.334
H 2.233 4.342 1.949
H 1.252 2.262 2.326
H -0.897 0.917 1.220
H -3.112 0.965 0.667
H -5.171 1.812 -0.403
H -7.380 1.033 -1.123
H -6.866 -0.641 -0.858
H -7.688 -0.459 1.445
H -7.916 1.285 1.251
H -5.619 1.618 1.996
H -5.321 -0.127 1.926
H -2.505 -1.949 -1.513
H -0.335 -3.025 -1.644
H 2.324 -1.955 1.686
H 3.701 -2.396 0.674
H 3.050 -4.272 2.166
H 1.404 -4.234 1.523
H 2.691 -6.037 0.415
H 3.929 -4.874 -0.068
H 2.393 -5.248 -1.964
H 1.006 -4.849 -0.940
H 1.705 -2.867 -2.324
H 3.324 -2.980 -1.627
*
```

## Properties
Energy relative to the best compared isomer or geometry (same formula, charge and spin) = 67.5 kcal/mol
Energy = -1757.21643 Ha
SMILES = COc1ccccc1NS(=O)(=O)c1cc(NC(=O)C2CCC2)ccc1N1CCCCC1
E_HOMO = -7.4 eV



Frontier orbital gap: 0.1118; 0.3094; 0.2050; 0.2352; 0.2924 (Eh)